# 1
A cluster of 7 separate species, H13O7 in total. Source: the Open Molecules 2025 dataset; level of theory: ωB97M-V/def2-TZVPD.

For the LUMO energy, the calculation gives 3.66 eV. The gap between HOMO and LUMO comes out at 0.3813 Ha. As for the charge: -1. The strongest force on any atom is 0.0723 Eh/bohr. The calculation puts the energy above the lowest of the compared OMol25 structures with the same formula, charge and spin at 32.4 kcal per mole. The calculated total energy is -14544.917 eV.

Each line ends with the natural charge from an NBO analysis.
CARTESIAN COORDINATES (ANGSTROEM)
O (0.10, -0.15, -0.11)  -1.26
H (0.85, -0.88, -0.11)  0.47
O (-1.64, -1.41, -1.67)  -0.97
H (-1.13, -0.88, -1.06)  0.49
H (-1.80, -0.68, -2.26)  0.44
O (-1.23, 1.80, -1.44)  -0.97
H (-0.74, 1.20, -0.86)  0.50
H (-2.09, 1.38, -1.44)  0.45
O (1.07, -1.64, 2.12)  -0.99
H (1.93, -1.95, 1.74)  0.46
H (0.53, -1.11, 1.44)  0.50
O (-1.93, -0.62, 1.56)  -0.98
H (-1.80, 0.03, 2.37)  0.44
H (-1.18, -0.29, 0.97)  0.50
O (1.89, 0.19, -2.09)  -0.98
H (1.12, 0.14, -1.52)  0.50
H (2.55, 0.73, -1.64)  0.46
O (1.61, 1.52, 1.37)  -1.02
H (0.80, 1.76, 1.93)  0.45
H (1.10, 0.84, 0.70)  0.50

# 2
A structure of composition C5H7BrN2. Source: the Open Molecules 2025 dataset; level of theory: ωB97M-V/def2-TZVPD.

For the LUMO energy, the calculation gives -10.86 eV. The gap between HOMO and LUMO comes out at 0.2853 Ha. As for the charge: +2. The strongest force on any atom is 0.1086 Eh/bohr. The calculation puts the energy above the lowest of the compared OMol25 structures with the same formula, charge and spin at 69.9 kcal per mole. The calculated total energy is -78298.837 eV.

Each line ends with the natural charge from an NBO analysis.
CARTESIAN COORDINATES (ANGSTROEM)
C (0.69, -0.58, -0.11)  -0.07
C (0.48, 0.75, 0.10)  0.25
C (-1.70, 0.00, 0.18)  0.39
C (-0.75, -2.46, -0.61)  0.16
C (1.51, 1.73, 0.32)  -0.76
N (-0.94, 1.03, 0.26)  -0.51
N (-0.42, -1.28, -0.30)  -0.25
Br (-3.48, -0.36, 0.15)  0.52
H (1.74, -1.09, -0.13)  0.32
H (-1.68, -2.89, -0.56)  0.25
H (-0.05, -3.17, -0.87)  0.25
H (2.36, 1.62, -0.41)  0.31
H (1.96, 1.75, 1.31)  0.31
H (1.31, 2.86, 0.30)  0.30
H (-1.05, 2.08, 0.35)  0.53

# 3
An isolated molecule of C11H10O. Source: the Open Molecules 2025 dataset; level of theory: ωB97M-V/def2-TZVPD.

For the LUMO energy, the calculation gives 0.23 eV. The gap between HOMO and LUMO comes out at 0.3135 Ha. The strongest force on any atom is 0.1561 Eh/bohr. The calculation puts the energy above the lowest of the compared OMol25 structures with the same formula, charge and spin at 102.6 kcal per mole. The calculated total energy is -13612.128 eV.

Each line ends with the natural charge from an NBO analysis.
CARTESIAN COORDINATES (ANGSTROEM)
O (2.91, -1.65, -0.49)  -0.75
C (2.55, -0.36, 0.37)  -0.11
C (1.18, 0.37, 0.00)  -0.04
C (1.35, 1.70, 0.03)  -0.21
C (0.27, 2.57, 0.01)  -0.21
C (-1.11, 2.09, -0.03)  -0.18
C (-1.39, 0.71, -0.23)  -0.06
C (-2.65, 0.00, -0.06)  -0.20
C (-2.68, -1.30, -0.04)  -0.22
C (-1.43, -2.04, 0.21)  -0.21
C (-0.20, -1.48, 0.23)  -0.20
C (-0.15, -0.13, 0.10)  -0.05
H (2.84, -1.51, -1.36)  0.46
H (2.94, -0.54, 1.53)  0.23
H (3.31, 0.37, -0.02)  0.19
H (2.40, 2.00, 0.10)  0.21
H (0.31, 3.67, 0.21)  0.22
H (-1.75, 2.93, -0.27)  0.22
H (-3.67, 0.49, -0.56)  0.22
H (-3.73, -1.73, -0.05)  0.23
H (-1.22, -3.21, 0.13)  0.22
H (0.82, -2.01, 0.67)  0.25

# 4
The ion C35H36N3O with charge +1. Source: the Open Molecules 2025 dataset; level of theory: ωB97M-V/def2-TZVPD.

For the LUMO energy, the calculation gives -2.85 eV. The gap between HOMO and LUMO comes out at 0.2851 Ha. As for the charge: +1. The strongest force on any atom is 0.0686 Eh/bohr. The calculation puts the energy above the lowest of the compared OMol25 structures with the same formula, charge and spin at 10.2 kcal per mole. The calculated total energy is -43390.235 eV.

Each line ends with the Mulliken charge.
CARTESIAN COORDINATES (ANGSTROEM)
C (-7.88, -0.93, -2.55)  -1.36
C (-6.42, -0.84, -2.17)  0.79
C (-5.84, 0.40, -1.89)  -0.71
C (-4.48, 0.52, -1.58)  -0.71
C (-3.71, -0.63, -1.49)  0.40
N (-2.21, -0.52, -1.36)  0.33
C (-1.38, -1.09, -0.32)  1.10
C (-0.19, -0.16, -0.11)  -0.62
C (0.64, 0.18, -1.13)  -0.87
N (1.90, 0.69, -0.93)  0.27
C (2.76, 1.06, -2.05)  0.21
C (2.81, 0.04, -3.18)  -1.60
C (3.25, -1.31, -2.67)  0.44
C (4.62, -1.61, -2.62)  -0.33
C (5.05, -2.83, -2.10)  -0.66
C (4.12, -3.75, -1.60)  -0.55
C (2.75, -3.45, -1.66)  -0.70
C (2.32, -2.27, -2.26)  0.16
C (4.13, 1.20, -1.39)  0.06
O (5.17, 1.56, -1.93)  -0.68
N (4.00, 0.81, -0.09)  0.47
C (5.14, 0.65, 0.77)  -1.06
C (2.65, 0.46, 0.32)  -0.37
C (2.20, 1.27, 1.51)  -1.17
C (2.15, 2.62, 1.48)  -0.10
C (1.82, 3.46, 2.63)  0.79
C (1.92, 4.87, 2.51)  -0.43
C (1.60, 5.70, 3.59)  -0.57
C (1.17, 5.14, 4.80)  -0.43
C (1.09, 3.74, 4.94)  -0.71
C (1.41, 2.91, 3.86)  -0.36
C (-2.11, -1.46, 1.00)  0.13
C (-2.74, -2.70, 1.10)  -0.11
C (-3.47, -3.07, 2.23)  -0.76
C (-3.37, -2.30, 3.39)  -0.51
C (-2.58, -1.14, 3.36)  -0.57
C (-1.96, -0.71, 2.17)  -0.56
C (-4.22, -1.86, -1.82)  -0.18
C (-5.60, -1.98, -2.10)  -0.98
H (-8.21, -1.98, -2.64)  0.34
H (-8.53, -0.46, -1.80)  0.36
H (-8.08, -0.42, -3.51)  0.32
H (-6.49, 1.28, -1.90)  0.41
H (-4.02, 1.50, -1.44)  0.41
H (-1.88, -0.88, -2.26)  0.53
H (-2.01, 0.48, -1.40)  0.43
H (-1.02, -2.04, -0.73)  0.37
H (0.01, 0.18, 0.91)  -0.15
H (0.34, 0.05, -2.19)  0.35
H (2.49, 2.06, -2.42)  0.33
H (1.83, -0.01, -3.67)  0.51
H (3.55, 0.42, -3.91)  0.63
H (5.33, -0.87, -2.98)  0.41
H (6.11, -3.05, -2.09)  0.41
H (4.46, -4.69, -1.17)  0.40
H (2.02, -4.14, -1.24)  0.40
H (1.25, -2.09, -2.42)  0.35
H (6.04, 0.95, 0.23)  0.36
H (5.04, 1.26, 1.67)  0.30
H (5.25, -0.40, 1.08)  0.37
H (2.61, -0.61, 0.61)  0.44
H (2.01, 0.69, 2.41)  0.48
H (2.40, 3.14, 0.55)  0.22
H (2.25, 5.29, 1.56)  0.36
H (1.69, 6.78, 3.48)  0.38
H (0.92, 5.78, 5.64)  0.37
H (0.77, 3.30, 5.88)  0.38
H (1.35, 1.82, 3.97)  0.24
H (-2.64, -3.41, 0.28)  0.38
H (-4.10, -3.96, 2.22)  0.40
H (-3.91, -2.57, 4.30)  0.39
H (-2.43, -0.55, 4.27)  0.40
H (-1.33, 0.18, 2.21)  0.54
H (-3.55, -2.72, -1.89)  0.41
H (-6.03, -2.97, -2.25)  0.30

# 5
An isolated molecule of C2H3Cl2F2N. Source: the Open Molecules 2025 dataset; level of theory: ωB97M-V/def2-TZVPD.

For the LUMO energy, the calculation gives -2.67 eV. The gap between HOMO and LUMO comes out at 0.2919 Ha. The strongest force on any atom is 0.0385 Eh/bohr. The calculation puts the energy above the lowest of the compared OMol25 structures with the same formula, charge and spin at 31.2 kcal per mole. The calculated total energy is -34088.949 eV.

Each line ends with the natural charge from an NBO analysis.
CARTESIAN COORDINATES (ANGSTROEM)
C (0.93, -1.10, 0.56)  -0.67
C (0.18, 0.18, 0.26)  0.75
N (-1.15, -0.19, -0.24)  -0.52
F (0.06, 1.07, 1.33)  -0.35
F (0.90, 0.86, -0.70)  -0.34
Cl (-2.10, 1.14, -0.56)  0.62
Cl (-2.13, 2.19, -2.52)  -0.21
H (0.53, -1.65, 1.48)  0.24
H (0.82, -1.66, -0.37)  0.25
H (1.95, -0.83, 0.76)  0.24